1.
{"formula": "C32H52BN9OTi", "method": "ωB97M-V/def2-TZVPD", "species": ["Ti", "C", "C", "C", "C", "C", "C", "C", "C", "C", "N", "N", "B", "N", "N", "C", "C", "C", "C", "C", "C", "C", "C", "C", "N", "N", "C", "C", "C", "C", "C", "C", "C", "C", "C", "H", "H", "H", "H", "H", "H", "H", "H", "H", "H", "H", "H", "H", "H", "H", "H", "H", "H", "H", "H", "H", "H", "H", "H", "H", "H", "H", "H", "H", "H", "H", "H", "H", "H", "H", "H", "H", "H", "H", "H", "H", "H", "H", "H", "H", "H", "O", "N", "N", "C", "C", "C", "C", "C", "N", "H", "H", "H", "H", "H", "H"], "coordinates": [[-0.49, 1.25, -0.71], [-0.48, 4.65, 2.88], [-1.27, 3.65, 2.04], [-2.78, 3.76, 2.29], [-0.79, 2.25, 2.30], [-0.69, 1.62, 3.52], [-0.17, 0.35, 3.28], [-0.03, -0.74, 4.31], [-0.94, -1.93, 3.98], [1.40, -1.18, 4.61], [0.07, 0.24, 1.96], [-0.35, 1.40, 1.34], [0.71, -0.89, 1.11], [-0.41, -1.46, 0.19], [-1.18, -0.59, -0.55], [-2.20, -1.30, -1.11], [-2.07, -2.62, -0.73], [-0.93, -2.69, 0.08], [-0.32, -3.92, 0.69], [0.51, -4.63, -0.39], [-1.39, -4.84, 1.27], [-3.27, -0.69, -1.96], [-4.59, -0.65, -1.18], [-3.42, -1.46, -3.28], [1.81, -0.24, 0.21], [1.44, 0.86, -0.56], [2.58, 1.44, -1.02], [3.65, 0.67, -0.62], [3.14, -0.36, 0.17], [4.02, -1.34, 0.90], [4.40, -0.75, 2.27], [3.55, -2.79, 0.99], [2.62, 2.73, -1.77], [2.77, 2.53, -3.29], [1.42, 3.62, -1.44], [-0.80, 5.66, 2.65], [-0.67, 4.48, 3.95], [0.59, 4.56, 2.71], [-1.07, 3.90, 0.99], [-3.01, 3.50, 3.32], [-3.11, 4.79, 2.12], [-3.36, 3.10, 1.65], [-0.97, 2.02, 4.48], [-0.42, -0.28, 5.22], [-0.56, -2.48, 3.11], [-0.97, -2.62, 4.83], [-1.96, -1.61, 3.77], [1.84, -1.72, 3.77], [2.04, -0.33, 4.85], [1.40, -1.85, 5.47], [1.17, -1.74, 1.78], [-2.71, -3.44, -1.00], [0.36, -3.61, 1.49], [-0.14, -5.01, -1.19], [1.25, -3.97, -0.84], [1.04, -5.48, 0.05], [-2.01, -5.27, 0.48], [-0.91, -5.67, 1.80], [-2.03, -4.31, 1.98], [-2.99, 0.33, -2.21], [-4.90, -1.66, -0.90], [-4.50, -0.06, -0.27], [-5.38, -0.21, -1.80], [-3.72, -2.50, -3.09], [-4.20, -1.00, -3.89], [-2.49, -1.47, -3.85], [4.69, 0.86, -0.85], [4.93, -1.36, 0.29], [3.50, -0.55, 2.86], [5.02, -1.46, 2.82], [4.96, 0.18, 2.16], [2.77, -2.93, 1.74], [3.19, -3.16, 0.03], [4.39, -3.41, 1.29], [3.51, 3.24, -1.42], [1.90, 2.03, -3.71], [2.89, 3.50, -3.78], [3.65, 1.93, -3.51], [0.53, 3.25, -1.96], [1.23, 3.67, -0.36], [1.57, 4.63, -1.79], [-2.35, 1.87, -0.48], [-1.66, 2.77, -0.79], [-1.59, 2.98, -3.68], [-1.00, 1.78, -3.90], [-0.95, 1.31, -5.23], [-0.31, 0.14, -5.52], [0.28, -0.59, -4.48], [0.17, -0.11, -3.22], [-0.47, 1.06, -2.88], [-1.99, 3.47, -4.46], [-1.69, 3.42, -2.79], [-1.42, 1.91, -6.00], [-0.27, -0.21, -6.54], [0.80, -1.52, -4.66], [0.60, -0.66, -2.40]], "total_charge": 2, "lumo_energy_ev": -8.0, "fmax_ha_per_bohr": 0.0411, "energy_ha": -2692.57606, "orbital_gap_ev": 6.5}



2.
{"formula": "C15H28CuIN5", "method": "ωB97M-V/def2-TZVPD", "species": ["Cu", "C", "C", "N", "C", "C", "N", "C", "C", "C", "N", "C", "C", "N", "C", "H", "H", "H", "H", "H", "H", "H", "H", "H", "H", "H", "H", "H", "H", "H", "H", "H", "H", "H", "H", "H", "H", "H", "H", "I", "C", "C", "C", "C", "N", "C", "H", "H", "H", "H"], "coordinates": [[-1.37, 0.58, 0.33], [0.44, 2.65, 1.75], [0.61, 2.82, 0.25], [0.18, 1.63, -0.51], [0.13, 1.83, -1.96], [-0.69, 0.73, -2.61], [-0.22, -0.59, -2.19], [-1.17, -1.67, -2.48], [-2.14, -1.96, -1.33], [-1.48, -2.44, -0.04], [-0.69, -1.38, 0.61], [-0.21, -1.75, 1.95], [0.23, -0.50, 2.70], [1.19, 0.27, 1.91], [1.39, 1.65, 2.39], [-0.60, 2.39, 1.97], [0.61, 3.63, 2.22], [1.65, 3.08, 0.01], [-0.01, 3.66, -0.10], [0.88, 0.91, -0.32], [1.14, 1.86, -2.39], [-0.33, 2.80, -2.16], [-0.70, 0.84, -3.70], [-1.73, 0.84, -2.27], [0.67, -0.81, -2.61], [-0.60, -2.57, -2.70], [-1.76, -1.45, -3.38], [-2.83, -2.73, -1.66], [-2.74, -1.07, -1.12], [-0.86, -3.32, -0.25], [-2.25, -2.76, 0.66], [0.12, -1.22, 0.02], [0.60, -2.47, 1.90], [-1.03, -2.23, 2.50], [0.63, -0.76, 3.68], [-0.65, 0.13, 2.86], [2.09, -0.20, 1.87], [2.42, 1.93, 2.19], [1.26, 1.70, 3.48], [-6.15, -0.97, 3.31], [-5.19, 0.47, 2.16], [-5.79, 1.68, 1.86], [-5.09, 2.60, 1.09], [-3.82, 2.27, 0.65], [-3.24, 1.11, 0.94], [-3.91, 0.23, 1.68], [-6.79, 1.91, 2.21], [-5.53, 3.55, 0.83], [-3.25, 2.96, 0.04], [-3.41, -0.71, 1.89]], "total_charge": 1, "lumo_energy_ev": -2.5, "fmax_ha_per_bohr": 0.0101, "relative_energy_kj_mol": 0.0, "energy_ha": -2800.14747, "orbital_gap_ev": 8.8}



3.
{"formula": "C34H35GeN6O5S2W", "method": "ωB97M-V/def2-TZVPD", "species": ["W", "N", "C", "S", "N", "N", "C", "C", "C", "C", "C", "C", "C", "O", "H", "H", "H", "H", "H", "H", "H", "C", "C", "S", "O", "O", "C", "C", "N", "C", "N", "C", "C", "N", "O", "O", "C", "H", "H", "H", "H", "H", "H", "H", "H", "H", "H", "H", "H", "H", "C", "C", "C", "C", "C", "C", "Ge", "C", "C", "C", "C", "C", "C", "C", "C", "C", "C", "C", "C", "H", "H", "H", "H", "H", "H", "H", "H", "H", "H", "H", "H", "H", "H", "H"], "coordinates": [[-0.32, 0.27, -1.18], [2.97, 3.07, -1.85], [1.76, 2.49, -1.74], [1.70, 0.76, -2.19], [0.74, 3.18, -1.36], [-0.44, 2.44, -1.28], [-1.51, 3.16, -1.18], [-2.85, 2.66, -1.06], [-3.89, 3.60, -0.96], [-5.20, 3.19, -0.84], [-5.50, 1.83, -0.82], [-4.50, 0.88, -0.92], [-3.18, 1.29, -1.04], [-2.21, 0.34, -1.11], [3.76, 2.56, -2.20], [3.07, 4.03, -1.57], [-1.36, 4.23, -1.17], [-3.65, 4.65, -0.98], [-5.99, 3.92, -0.77], [-6.53, 1.51, -0.73], [-4.71, -0.18, -0.90], [3.75, 5.22, 2.93], [4.12, 3.79, 3.28], [2.75, 2.71, 2.96], [2.65, 2.48, 1.53], [1.59, 3.18, 3.67], [3.19, 1.12, 3.69], [1.93, 0.29, 3.96], [0.92, 0.38, 2.89], [1.11, -0.01, 1.62], [0.09, 0.42, 0.86], [-0.79, 1.10, 1.68], [-0.28, 1.08, 2.92], [-0.92, 1.64, 4.09], [-0.52, 1.30, 5.19], [-1.85, 2.37, 3.86], [2.29, -0.75, 1.12], [4.57, 5.87, 3.22], [2.86, 5.53, 3.48], [3.57, 5.34, 1.86], [4.40, 3.68, 4.33], [4.94, 3.42, 2.65], [3.71, 1.28, 4.63], [3.88, 0.62, 3.01], [1.43, 0.62, 4.86], [2.20, -0.76, 4.09], [-1.71, 1.54, 1.34], [2.70, -1.40, 1.90], [3.05, -0.05, 0.79], [2.01, -1.38, 0.27], [-2.35, -1.68, -5.71], [-1.75, -0.62, -5.04], [-1.19, -0.85, -3.79], [-1.20, -2.10, -3.19], [-1.82, -3.15, -3.88], [-2.39, -2.94, -5.13], [-0.41, -2.48, -1.46], [-1.61, -2.81, 0.00], [-2.98, -2.83, -0.24], [-3.87, -3.03, 0.80], [-3.40, -3.19, 2.10], [-2.03, -3.15, 2.35], [-1.14, -2.96, 1.31], [1.31, -3.31, -1.51], [1.70, -4.24, -0.53], [2.94, -4.84, -0.60], [3.81, -4.53, -1.64], [3.43, -3.61, -2.62], [2.19, -3.01, -2.55], [-2.79, -1.52, -6.68], [-1.71, 0.36, -5.49], [-0.69, 0.05, -3.38], [-1.85, -4.15, -3.45], [-2.86, -3.76, -5.65], [-3.36, -2.69, -1.25], [-4.94, -3.06, 0.61], [-4.09, -3.34, 2.91], [-1.67, -3.28, 3.36], [-0.08, -2.94, 1.53], [1.02, -4.51, 0.27], [3.23, -5.57, 0.14], [4.78, -5.01, -1.70], [4.10, -3.38, -3.43], [1.89, -2.31, -3.33]], "total_charge": 2, "lumo_energy_ev": [-6.8, -7.8], "spin_multiplicity": 4, "fmax_ha_per_bohr": 0.0212, "relative_energy_kj_mol": 47.4, "energy_ha": -4961.11742, "orbital_gap_ev": [6.7, 6.0]}



4.
{"formula": "C16H18F11NO5S", "method": "ωB97M-V/def2-TZVPD", "species": ["C", "C", "F", "C", "C", "S", "O", "O", "C", "F", "F", "C", "F", "F", "C", "F", "F", "C", "F", "F", "F", "C", "C", "F", "N", "C", "O", "C", "C", "C", "C", "C", "O", "O", "H", "H", "H", "H", "H", "H", "H", "H", "H", "H", "H", "H", "H", "H", "H", "H", "H", "H"], "coordinates": [[3.97, 0.60, -0.08], [2.58, 1.24, 0.15], [2.55, 1.63, 1.47], [1.54, 0.19, -0.27], [0.11, 0.27, 0.36], [-0.89, -0.77, -0.78], [-2.12, -1.26, -0.26], [-1.16, 0.06, -1.92], [0.02, -2.24, -1.48], [-0.91, -2.92, -2.14], [0.89, -1.90, -2.42], [0.73, -3.20, -0.48], [0.63, -2.83, 0.80], [2.04, -3.18, -0.77], [0.33, -4.71, -0.57], [0.57, -5.21, -1.76], [1.18, -5.34, 0.24], [-1.12, -5.08, -0.08], [-1.07, -6.11, 0.71], [-1.81, -5.48, -1.15], [-1.78, -4.09, 0.44], [0.10, -0.04, 1.88], [-1.01, -0.91, 2.50], [1.26, -0.63, 2.40], [0.03, 1.23, 2.62], [-0.25, 2.31, 1.79], [-0.27, 3.44, 2.10], [-0.56, 1.69, 0.40], [-2.13, 1.72, 0.43], [-0.10, 2.75, -0.65], [-1.01, 3.99, -0.82], [-1.99, 3.91, -1.99], [-2.79, 4.76, -2.13], [-1.94, 2.85, -2.81], [4.00, 0.02, -1.01], [4.09, -0.12, 0.73], [4.78, 1.33, 0.01], [2.54, 2.07, -0.55], [1.40, 0.32, -1.35], [1.93, -0.80, -0.02], [-0.81, -1.99, 2.49], [-1.07, -0.62, 3.55], [-2.01, -0.76, 2.08], [0.88, 1.33, 3.18], [-2.50, 2.61, 0.94], [-2.53, 1.67, -0.59], [-2.57, 0.86, 0.95], [0.05, 2.28, -1.63], [0.86, 3.14, -0.30], [-0.35, 4.82, -1.10], [-1.52, 4.31, 0.09], [-2.82, 2.78, -3.21]], "lumo_energy_ev": 0.5, "smiles": "C[C@H](F)C[C@@]1(S(=O)(=O)C(F)(F)C(F)(F)C(F)(F)C(F)(F)F)[C@@](C)(F)NC(=O)[C@@]1(C)CCC(=O)O", "fmax_ha_per_bohr": 0.0893, "energy_ha": -2548.12567, "orbital_gap_ev": 10.5}



5.
{"formula": "C2H4N2O", "method": "ωB97M-V/def2-TZVPD", "species": ["C", "C", "N", "N", "O", "H", "H", "H", "H"], "coordinates": [[-0.36, -0.87, 0.07], [0.58, 0.07, -0.10], [-1.32, 0.21, -0.11], [-0.25, 1.15, 0.04], [1.94, 0.04, 0.03], [-0.39, -1.88, -0.17], [-1.94, 0.26, 0.62], [-0.29, 1.96, -0.44], [2.03, -0.94, 0.07]], "lumo_energy_ev": [1.1, -1.1], "spin_multiplicity": 3, "fmax_ha_per_bohr": 0.1797, "relative_energy_kj_mol": 273.0, "energy_ha": -263.09050, "orbital_gap_ev": [5.4, 8.4]}



6.
{"formula": "C14H29IrO3PS", "method": "ωB97M-V/def2-TZVPD", "species": ["Ir", "C", "O", "C", "O", "C", "O", "C", "P", "H", "H", "C", "H", "C", "H", "H", "H", "C", "H", "C", "H", "H", "C", "H", "H", "H", "C", "H", "H", "H", "C", "H", "H", "H", "C", "H", "H", "H", "H", "H", "C", "S", "C", "H", "H", "H", "H", "H", "H"], "coordinates": [[0.50, -0.12, -0.20], [0.73, 1.81, -0.24], [0.92, 2.97, -0.26], [1.27, -0.52, 1.45], [1.72, -0.81, 2.48], [-0.66, -1.65, -0.41], [-1.31, -2.62, -0.52], [3.29, 0.56, -1.96], [1.76, -0.49, -2.02], [1.65, -0.54, -4.41], [2.90, 1.58, -2.04], [2.40, -2.22, -2.21], [3.34, -2.12, -2.78], [4.23, 0.31, -3.14], [3.72, 0.30, -4.11], [4.76, -0.65, -3.03], [4.98, 1.11, -3.17], [4.03, 0.45, -0.64], [4.57, -0.51, -0.55], [-0.41, -0.57, -3.85], [3.37, 0.55, 0.23], [4.78, 1.26, -0.58], [1.05, 1.47, -3.93], [-1.18, 0.18, -3.58], [-0.58, -0.82, -4.92], [-0.64, -1.48, -3.27], [1.00, -0.04, -3.67], [0.41, 1.71, -4.80], [2.06, 1.83, -4.14], [0.66, 2.05, -3.07], [1.47, -3.14, -2.99], [0.52, -3.30, -2.47], [1.94, -4.12, -3.11], [1.24, -2.76, -3.99], [2.74, -2.87, -0.87], [3.41, -2.27, -0.25], [3.22, -3.85, -1.05], [1.83, -3.06, -0.28], [-1.16, 0.55, -1.74], [-1.37, 0.80, -1.10], [-2.89, 1.29, 3.50], [-1.58, 0.38, 2.66], [-1.68, -1.15, 3.56], [-3.12, 2.16, 2.90], [-2.52, 1.62, 4.48], [-3.78, 0.66, 3.59], [-0.86, -1.18, 4.32], [-2.66, -1.25, 4.04], [-1.55, -2.01, 2.86]], "total_charge": 4, "lumo_energy_ev": [-13.2, -19.3], "spin_multiplicity": 6, "fmax_ha_per_bohr": 0.1710, "energy_ha": -1618.43740, "orbital_gap_ev": [8.9, 5.0]}



7.
{"formula": "C9H18O2SSi", "method": "ωB97M-V/def2-TZVPD", "species": ["C", "C", "C", "C", "C", "C", "C", "C", "C", "O", "O", "Si", "S", "H", "H", "H", "H", "H", "H", "H", "H", "H", "H", "H", "H", "H", "H", "H", "H", "H", "H"], "coordinates": [[0.31, -2.19, -0.94], [-0.86, 2.48, -1.27], [-1.68, 1.42, -2.01], [0.64, 1.98, -1.09], [-1.96, 0.15, -1.10], [1.82, -2.34, -1.35], [1.72, -1.33, 2.39], [0.63, -0.28, 2.69], [-0.68, -0.57, 1.86], [-0.47, -3.12, -1.02], [0.76, 0.66, -0.81], [-0.35, -0.50, -0.47], [-2.02, 0.59, 2.34], [-0.82, 3.40, -1.85], [-1.28, 2.73, -0.27], [-2.58, 1.83, -2.43], [-1.18, 1.20, -2.95], [0.90, 2.26, -2.11], [1.25, 2.60, -0.38], [-2.53, 0.56, -0.35], [-2.48, -0.63, -1.75], [2.27, -3.04, -0.76], [2.39, -1.40, -1.35], [1.81, -2.72, -2.37], [1.80, -1.15, 1.33], [1.39, -2.27, 2.82], [2.66, -0.97, 2.81], [0.34, -0.20, 3.78], [1.01, 0.59, 2.21], [-1.33, -1.47, 2.16], [-1.46, 1.73, 2.23]], "lumo_energy_ev": 0.3, "fmax_ha_per_bohr": 0.0817, "relative_energy_kj_mol": 46.3, "energy_ha": -1191.83816, "orbital_gap_ev": 8.5}